This record from the Open Molecules 2025 dataset describes the molecule C4H9NO. The level of theory is wB97M-V/def2-TZVPD.

Each line ends with the Löwdin charge.
Positions of all 15 atoms, in Å:
1 C -0.11247 -0.80423 0.97418  -0.239
2 C -0.73594 -1.00511 -0.38756  -0.165
3 C -0.02714 1.23556 -1.00852  -0.292
4 C -0.16552 2.54924 -1.09756  0.028
5 H 0.97002 -2.12008 2.28992  0.047
6 H 1.96197 -1.63109 1.01109  0.098
7 H 0.34786 0.23575 0.93770  0.101
8 H -0.86411 -0.75845 1.76304  0.100
9 H 0.12393 -1.51219 -1.00632  0.143
10 H -1.68335 -1.57261 -0.23261  0.125
11 H 0.87343 0.84576 -1.29399  0.085
12 H -1.20126 2.94391 -1.00488  0.075
13 H 0.66413 3.25243 -1.18922  0.059
14 N 0.94082 -1.99912 1.25022  -0.039
15 O -1.09238 0.34022 -1.00549  -0.127

Summary:
**Electronic energy**: -7829.040 eV
**E_LUMO**: 0.03726 hartree
**Multiplicity**: 1


This record from the Open Molecules 2025 dataset describes a structure of composition C4H9NO. The level of theory is wB97M-V/def2-TZVPD.

Each line ends with the Löwdin charge.
Positions of all 15 atoms, in Å:
1 O -2.39678 -0.27075 -0.43418  -0.138
2 C -1.45263 -0.48166 0.96951  -0.075
3 C -0.32222 0.50784 0.77332  -0.263
4 N 0.28146 0.26408 -0.53003  -0.169
5 C 1.65955 0.66757 -0.71680  -0.136
6 C 1.30011 -0.76737 -0.57914  -0.135
7 H -1.66672 -0.04512 -1.04793  0.055
8 H -1.89717 -1.27696 0.08577  0.119
9 H -2.11434 -0.12758 1.77138  0.078
10 H -0.68142 1.55314 0.76447  0.126
11 H 0.40487 0.43028 1.60675  0.121
12 H 1.90175 1.08556 -1.69038  0.102
13 H 2.16117 1.14059 0.12740  0.105
14 H 1.54994 -1.26973 0.35493  0.108
15 H 1.27243 -1.40987 -1.45506  0.103

Summary:
**Electronic energy**: -7826.686 eV
**E_LUMO**: 0.04133 hartree
**Multiplicity**: 1


This record from the Open Molecules 2025 dataset describes a cluster of 2 separate species, C4H9NO in total. The level of theory is wB97M-V/def2-TZVPD.

Each line ends with the Löwdin charge.
Positions of all 15 atoms, in Å:
1 N -0.88355 -0.15582 0.89869  0.030
2 C 0.19570 0.65886 0.34602  -0.385
3 C 0.87743 1.50133 1.31082  0.037
4 C 1.44131 1.16098 -1.75769  -0.001
5 C 0.44395 0.60858 -1.04484  -0.196
6 H -1.47524 0.43224 1.51023  0.081
7 H -1.07978 -1.13328 1.03526  0.033
8 H 1.74835 2.23396 0.98111  0.074
9 H 0.47207 1.76847 2.31559  0.044
10 H 1.29043 1.29117 -2.85137  0.063
11 H 2.33241 1.56679 -1.23867  0.061
12 H -0.31971 0.00228 -1.65507  0.127
13 H -1.37351 -3.53897 0.78663  0.102
14 H -2.10855 -3.49110 -0.61573  0.061
15 O -1.56130 -2.90549 -0.02096  -0.130

Summary:
**Electronic energy**: -7828.638 eV
**E_LUMO**: 0.02108 hartree
**Multiplicity**: 1


This record from the Open Molecules 2025 dataset describes a cluster of 2 separate species, C4H9NO in total. The level of theory is wB97M-V/def2-TZVPD.

Each line ends with the Löwdin charge.
Positions of all 15 atoms, in Å:
1 C 0.04420 0.18861 -1.61350  -0.278
2 C 1.14849 0.24700 -2.66962  -0.108
3 C 0.58514 -0.00882 -0.27761  -0.170
4 C 1.27081 -0.14236 0.70060  0.113
5 H -0.64241 -0.63299 -1.84027  0.110
6 H -0.53046 1.11997 -1.62647  0.111
7 H 1.83112 1.06838 -2.45978  0.076
8 H 1.72330 -0.67670 -2.66850  0.075
9 H 0.72146 0.39112 -3.66003  0.068
10 H 1.78131 -0.25447 1.61152  0.029
11 N -2.00144 -0.27886 3.22391  -0.046
12 O -0.92338 -0.22542 2.29219  -0.197
13 H -1.28293 -0.08346 1.36957  0.083
14 H -1.90784 -1.16897 3.71253  0.067
15 H -1.81737 0.45697 3.90545  0.066

Summary:
**Electronic energy**: -7827.757 eV
**E_LUMO**: 0.03748 hartree
**Multiplicity**: 1


This record from the Open Molecules 2025 dataset describes a cluster of 2 separate species, C4H9NO in total. The level of theory is wB97M-V/def2-TZVPD.

Each line ends with the Löwdin charge.
Positions of all 15 atoms, in Å:
1 C 0.43815 -0.19082 -1.05070  -0.167
2 C 0.63817 -0.68340 -2.27728  0.046
3 C 0.91914 1.54922 0.44784  0.165
4 N 0.82836 1.12313 -0.76000  0.029
5 H 0.01955 -0.75887 -0.13848  0.106
6 H 1.17524 -0.14135 -3.05344  0.055
7 H 0.24653 -1.65652 -2.52914  0.057
8 H 1.35952 2.52196 0.62199  0.106
9 H 0.50594 0.87235 1.21829  0.031
10 H 1.30067 1.59725 -1.52124  0.158
11 C -1.50099 -0.85900 1.82642  -0.303
12 O -0.23993 -0.41719 1.45292  -0.442
13 H -1.64510 -0.79514 2.91408  0.053
14 H -2.34413 -0.28138 1.39574  0.052
15 H -1.70112 -1.88024 1.45300  0.055

Summary:
**Electronic energy**: -7827.142 eV
**E_LUMO**: -0.02050 hartree
**Multiplicity**: 1


This record from the Open Molecules 2025 dataset describes the molecule C4H9NO. The level of theory is wB97M-V/def2-TZVPD.

Each line ends with the Löwdin charge.
Positions of all 15 atoms, in Å:
1 C 1.37303 -1.14784 1.38868  -0.114
2 C -1.22973 -0.31080 1.05640  -0.058
3 C 0.61787 0.45220 -0.05217  -0.275
4 C -0.23894 0.44435 -1.46907  -0.262
5 H 1.49148 -2.07935 1.98742  0.077
6 H 2.33013 -0.93499 0.86072  0.080
7 H 1.31253 -0.44489 2.29583  0.094
8 H -1.67802 -1.04190 1.84855  0.097
9 H -1.33723 0.74880 1.68666  0.120
10 H -1.63658 -0.05538 -0.00391  0.077
11 H 0.13135 1.42651 0.34875  0.121
12 H 1.70957 0.71277 -0.38331  0.151
13 H -0.35708 -0.67458 -2.04383  0.164
14 N 0.21853 -0.74726 0.56368  -0.268
15 O -0.82865 1.36830 -2.01070  -0.004

Summary:
**Electronic energy**: -7827.590 eV
**E_LUMO**: 0.03384 hartree
**Multiplicity**: 1


This record from the Open Molecules 2025 dataset describes the molecule C4H9NO. The level of theory is wB97M-V/def2-TZVPD.

Each line ends with the Löwdin charge.
Positions of all 15 atoms, in Å:
1 O -2.43298 0.28597 -0.41393  -0.075
2 C -1.76920 -0.28409 0.69005  -0.273
3 C -0.33704 0.23049 0.76694  -0.194
4 N 0.30658 -0.02562 -0.52285  -0.137
5 C 1.51939 0.70706 -0.83001  -0.142
6 C 1.56800 -0.74259 -0.51874  -0.140
7 H -1.79813 0.19836 -1.14375  0.075
8 H -1.76291 -1.38505 0.62614  0.116
9 H -2.32196 -0.00387 1.59491  0.117
10 H -0.36455 1.31161 0.94206  0.122
11 H 0.20267 -0.24514 1.60142  0.119
12 H 1.61026 1.05736 -1.85668  0.101
13 H 1.90078 1.40301 -0.08105  0.107
14 H 1.97371 -1.02893 0.45253  0.103
15 H 1.70539 -1.47855 -1.30705  0.100

Summary:
**Electronic energy**: -7829.990 eV
**E_LUMO**: 0.04184 hartree
**Multiplicity**: 1


This record from the Open Molecules 2025 dataset describes a cluster of 2 separate species, C4H9NO in total. The level of theory is wB97M-V/def2-TZVPD.

Each line ends with the Löwdin charge.
Positions of all 15 atoms, in Å:
1 C -1.52447 -0.91624 -0.98293  -0.071
2 C 1.69999 1.01616 0.63311  -0.200
3 C -1.86469 -0.72932 0.50616  -0.049
4 N 2.23031 0.09190 -0.35529  -0.070
5 C -1.47684 0.42559 -0.40997  -0.401
6 O -1.54655 1.60106 -0.58819  0.116
7 H 3.09437 -0.32140 -0.01350  0.055
8 H -0.59275 -1.39897 -1.24461  0.093
9 H -2.33678 -1.14803 -1.65705  0.110
10 H 2.48785 1.68254 0.98399  0.072
11 H 1.00219 1.67176 0.11362  0.053
12 H 1.22382 0.52345 1.49229  0.067
13 H -1.13388 -0.94721 1.27184  0.090
14 H -2.89633 -0.84374 0.80581  0.097
15 H 1.63377 -0.70752 -0.55529  0.038

Summary:
**Electronic energy**: -7829.117 eV
**E_LUMO**: 0.02945 hartree
**Multiplicity**: 1


This record from the Open Molecules 2025 dataset describes a cluster of 2 separate species, C4H9NO in total. The level of theory is wB97M-V/def2-TZVPD.

Each line ends with the Löwdin charge.
Positions of all 15 atoms, in Å:
1 C -1.53891 -1.27031 0.24236  -0.148
2 C -1.52412 -0.31237 -1.83628  -0.094
3 N -0.99259 -1.19569 -1.10006  -0.081
4 H -0.84539 -0.76900 0.91505  0.064
5 H -2.58649 -0.97393 0.34893  0.075
6 H -1.49107 -2.30375 0.60715  0.072
7 H -1.00393 0.01088 -2.73159  0.065
8 H -2.54588 0.03842 -1.66624  0.074
9 O 1.49015 0.72631 2.05407  0.032
10 C 1.69065 0.54245 0.88085  -0.325
11 C 1.13331 1.47939 -0.15274  -0.055
12 H 2.32169 -0.29603 0.54253  0.117
13 H 1.76802 2.22891 -0.61305  0.078
14 H 0.57874 0.95494 -0.92884  0.041
15 H 0.44146 2.08261 0.44564  0.084

Summary:
**Electronic energy**: -7829.724 eV
**E_LUMO**: 0.03455 hartree
**Multiplicity**: 1


This record from the Open Molecules 2025 dataset describes the molecule C4H9NO. The level of theory is wB97M-V/def2-TZVPD.

Each line ends with the Löwdin charge.
Positions of all 15 atoms, in Å:
1 C -1.28279 0.16716 1.01811  -0.058
2 C -0.24105 -0.29443 -0.00091  -0.434
3 C -0.72387 -0.40038 -1.44442  -0.060
4 N 0.92708 0.57702 0.06161  0.034
5 C 2.13939 0.14975 0.50888  -0.358
6 O 2.38686 -0.95812 0.94795  0.007
7 H -2.20533 -0.42372 0.98484  0.079
8 H -1.54941 1.22237 0.87914  0.077
9 H -0.84754 0.06353 2.01591  0.080
10 H 0.14698 -1.26428 0.32211  0.133
11 H 0.11943 -0.73927 -2.05194  0.079
12 H -1.06538 0.56147 -1.85097  0.078
13 H -1.53958 -1.12206 -1.56522  0.079
14 H 0.81666 1.53302 -0.25090  0.138
15 H 2.91854 0.92794 0.42578  0.127

Summary:
**Electronic energy**: -7831.923 eV
**E_LUMO**: 0.03202 hartree
**Multiplicity**: 1


This record from the Open Molecules 2025 dataset describes a structure of composition C4H9NO. The level of theory is wB97M-V/def2-TZVPD.

Each line ends with the Löwdin charge.
Positions of all 15 atoms, in Å:
1 C -1.12627 -1.41706 0.46439  -0.062
2 N -1.57245 0.23457 0.53851  -0.040
3 C -0.58816 0.96891 -0.23832  -0.289
4 C 0.81692 0.82689 0.36963  -0.132
5 C 1.88139 0.32765 -0.60126  -0.341
6 O 3.01117 0.09003 -0.28191  0.033
7 H -1.24133 -1.95028 -0.48094  0.087
8 H -0.10590 -1.58596 0.82180  0.074
9 H -1.73333 -1.82948 1.26320  0.078
10 H -2.00217 -0.52402 -0.00118  -0.010
11 H -0.51404 0.56326 -1.26271  0.103
12 H -0.77634 2.03558 -0.36909  0.108
13 H 1.02555 0.55972 1.39243  0.124
14 H 1.41186 1.71900 -0.02755  0.141
15 H 1.51312 -0.01880 -1.58700  0.126

Summary:
**Electronic energy**: -7826.731 eV
**E_LUMO**: 0.03136 hartree
**Multiplicity**: 1


This record from the Open Molecules 2025 dataset describes the molecule C4H9NO. The level of theory is wB97M-V/def2-TZVPD.

Each line ends with the Löwdin charge.
Positions of all 15 atoms, in Å:
1 C -1.38224 -0.83970 0.78394  -0.093
2 C -0.25926 -0.91458 -0.25353  -0.202
3 C 0.55563 0.34822 -0.28590  -0.383
4 N 1.50021 0.59740 0.52635  0.013
5 O 1.72825 -0.42522 1.45280  -0.074
6 C 0.23861 1.40900 -1.29257  -0.042
7 H -0.95979 -0.69631 1.78070  0.072
8 H -2.05917 -0.00543 0.57392  0.073
9 H -1.97305 -1.76127 0.78893  0.073
10 H 0.39409 -1.75881 -0.01516  0.108
11 H -0.68011 -1.08605 -1.24912  0.110
12 H 2.45473 0.10462 1.85340  0.105
13 H 0.87115 2.28705 -1.15048  0.078
14 H 0.38208 1.03249 -2.31057  0.081
15 H -0.81113 1.70859 -1.20270  0.081

Summary:
**Electronic energy**: -7830.014 eV
**E_LUMO**: 0.04021 hartree
**Multiplicity**: 1